Record 1
The following is a quantum chemistry calculation of C36H38CaO2P2 as an isolated structure, from the Open Molecules 2025 dataset.

Structure (XYZ):
```
79
Properties=species:S:1:pos:R:3:forces:R:3:lowdin_charge:R:1
Ca 0.386 -0.586 6.237 0.0 0.7 0.4 1.32
C -2.386 -0.047 6.875 -0.6 -0.3 -0.6 -0.16
C -2.448 -0.348 5.558 -0.2 -0.2 0.8 -0.17
C -2.780 0.615 4.460 -0.1 0.1 -0.8 -0.19
C -1.580 1.316 3.771 -0.3 0.0 -0.3 -0.18
C -0.485 1.809 4.670 0.2 0.5 0.5 -0.16
C -0.648 2.281 5.920 0.6 0.1 -0.6 -0.13
C -1.952 2.503 6.617 -0.3 0.2 0.6 -0.18
C -2.468 1.321 7.482 0.2 0.4 0.3 -0.17
C 2.453 0.317 5.760 0.6 -0.3 -0.4 -0.38
H -2.391 -0.852 7.619 0.3 0.0 -0.3 0.12
H -2.414 -1.397 5.231 0.0 0.2 0.4 0.11
H -3.509 1.367 4.796 0.3 -0.4 0.0 0.11
H -3.272 0.026 3.660 0.0 0.4 0.4 0.11
H -1.138 0.618 3.027 -0.2 0.5 0.3 0.10
H -2.000 2.180 3.215 0.3 -0.5 0.0 0.13
H 0.502 1.886 4.196 -0.3 -0.2 0.4 0.11
H 0.223 2.656 6.478 -0.2 -0.4 -0.4 0.12
H -2.729 2.842 5.911 0.4 -0.1 0.3 0.11
H -1.759 3.319 7.342 -0.4 -0.2 -0.5 0.12
H -1.873 1.304 8.413 -0.3 0.0 -0.4 0.11
H -3.510 1.562 7.761 0.3 -0.3 0.0 0.13
H 3.021 -0.056 6.635 0.0 0.1 -0.2 -0.05
H 2.652 1.395 5.726 -0.2 0.0 0.0 -0.05
H 2.931 -0.116 4.872 0.3 0.1 0.0 -0.08
P 0.110 -2.446 -3.403 0.8 -0.5 0.2 1.01
P 2.175 0.503 -3.667 0.8 -0.4 0.1 1.01
C -0.347 -0.804 -4.037 0.3 1.4 0.0 -0.33
C 0.403 0.337 -4.015 -1.2 -0.8 -0.5 -0.35
C -0.803 -3.593 -4.513 -0.1 -0.2 -0.2 -0.41
C -1.979 -3.234 -5.186 0.1 -0.5 -0.1 -0.10
C -2.634 -4.155 -6.010 0.2 -0.1 0.1 -0.08
C -2.126 -5.449 -6.161 0.2 0.2 0.2 -0.09
C -0.957 -5.821 -5.485 -0.2 0.1 -0.1 -0.09
C -0.292 -4.901 -4.673 -0.4 0.5 -0.1 -0.11
C -0.912 -2.511 -1.860 -0.3 0.4 0.1 -0.36
C -0.530 -1.638 -0.821 -0.3 -0.3 -0.1 -0.11
C -1.262 -1.595 0.365 -0.1 -0.1 -0.1 -0.09
C -2.386 -2.414 0.529 0.1 0.0 -0.3 -0.10
C -2.769 -3.281 -0.500 0.2 0.2 0.2 -0.09
C -2.031 -3.339 -1.687 0.1 0.3 0.2 -0.08
C 2.727 1.309 -5.253 -0.3 0.0 -0.3 -0.36
C 2.701 0.501 -6.409 0.1 0.4 0.1 -0.11
C 3.065 1.022 -7.651 0.0 0.2 0.1 -0.09
C 3.463 2.360 -7.763 -0.1 -0.1 0.3 -0.09
C 3.493 3.170 -6.622 0.0 -0.3 -0.1 -0.09
C 3.136 2.646 -5.373 -0.1 -0.2 -0.2 -0.09
C 2.224 1.922 -2.505 0.1 0.1 0.2 -0.42
C 3.337 2.012 -1.641 -0.5 0.2 -0.3 -0.11
C 3.441 3.077 -0.748 -0.1 0.1 0.0 -0.09
C 2.440 4.056 -0.698 0.0 -0.2 -0.2 -0.09
C 1.339 3.971 -1.557 0.1 -0.2 0.0 -0.08
C 1.229 2.905 -2.457 0.4 0.2 0.4 -0.10
H -1.366 -0.740 -4.433 0.3 0.4 0.2 0.05
H -0.065 1.273 -4.354 -0.1 -0.5 -0.1 0.07
H -2.404 -2.241 -5.063 0.0 -0.2 -0.1 0.09
H -3.548 -3.855 -6.525 0.3 -0.1 0.1 0.10
H -2.642 -6.166 -6.800 0.1 0.2 0.2 0.10
H -0.564 -6.834 -5.592 -0.1 0.3 0.0 0.10
H 0.620 -5.189 -4.150 -0.2 0.1 -0.1 0.10
H 0.331 -0.983 -0.964 -0.2 -0.1 0.1 0.10
H -0.958 -0.914 1.162 -0.1 -0.2 -0.2 0.08
H -2.961 -2.370 1.456 0.1 0.0 -0.3 0.09
H -3.653 -3.907 -0.382 0.2 0.1 0.0 0.10
H -2.348 -4.011 -2.485 0.1 0.2 0.2 0.10
H 2.372 -0.536 -6.329 0.1 0.2 0.0 0.10
H 3.031 0.386 -8.538 0.0 0.2 0.3 0.10
H 3.743 2.767 -8.736 -0.1 -0.1 0.3 0.10
H 3.784 4.219 -6.709 -0.1 -0.3 0.1 0.10
H 3.153 3.298 -4.499 0.0 -0.2 -0.2 0.10
H 4.115 1.250 -1.687 -0.2 0.1 0.0 0.10
H 4.306 3.148 -0.086 -0.3 0.0 -0.2 0.10
H 2.518 4.884 0.007 0.0 -0.2 -0.2 0.10
H 0.563 4.736 -1.537 0.2 -0.2 0.0 0.10
H 0.374 2.855 -3.128 0.2 0.1 0.2 0.09
O 0.824 -0.040 10.433 -0.3 -0.3 -1.2 0.00
C 0.638 -0.395 9.277 -0.1 0.9 -0.1 -0.56
O 0.460 0.334 8.201 -0.1 -0.7 1.2 -0.33
H 0.593 -1.493 9.031 0.1 -0.1 0.3 0.10
```
Forces are in eV/Å.

Results
E_HOMO   -7.4140 eV
LUMO   -0.69 eV
Net charge   0
E   -2905.3109 hartree
HOMO-LUMO gap   6.7 eV
Energy above the lowest of the compared OMol25 structures with the same formula, charge and spin   0.0 kcal per mole
Spin multiplicity   1
F_max   1.51 eV/Å



Record 2
The following is a quantum chemistry calculation of C36H38CrFGeN4 as an isolated structure, from the Open Molecules 2025 dataset.

Structure (XYZ):
```
81
Properties=species:S:1:pos:R:3:forces:R:3:lowdin_charge:R:1
Cr -0.310 1.565 0.186 0.8 0.6 0.5 0.40
N -0.618 1.215 2.455 0.1 0.0 0.0 -0.01
C 0.389 1.750 3.401 0.0 0.0 -0.2 -0.21
C 1.760 1.835 2.747 -0.2 0.0 -0.1 -0.20
N 1.712 2.557 1.480 0.2 0.0 0.1 -0.09
C 1.688 4.014 1.550 -0.2 -0.1 0.0 -0.19
C 0.262 4.559 1.528 0.0 -0.2 -0.1 -0.23
N -0.473 3.942 0.412 -0.1 0.0 0.2 0.00
H -0.550 0.199 2.475 0.0 -0.1 0.0 0.03
H -1.542 1.430 2.809 -0.1 0.0 0.0 0.08
H 0.072 2.741 3.723 -0.1 0.0 0.0 0.10
H 0.468 1.129 4.294 0.0 -0.1 0.1 0.12
H 2.458 2.290 3.460 0.1 0.0 0.0 0.12
H 2.103 0.822 2.534 0.0 0.0 0.0 0.10
H 2.481 2.254 0.902 0.0 0.0 -0.1 0.08
H 2.212 4.395 2.435 0.0 0.0 0.0 0.12
H 2.206 4.399 0.668 0.0 0.0 0.0 0.13
H -0.258 4.317 2.454 0.0 0.0 0.0 0.10
H 0.303 5.648 1.452 0.0 0.1 0.0 0.11
H -1.422 4.295 0.385 0.0 0.1 0.0 0.09
H -0.047 4.208 -0.471 0.0 -0.1 -0.1 0.07
C -2.829 1.716 0.152 -1.5 0.5 0.0 -0.01
C -3.328 0.497 -0.293 0.2 -0.3 -0.1 -0.29
C -3.543 0.268 -1.678 0.0 0.0 -0.1 0.00
C -4.135 -0.889 -2.113 0.0 0.0 -0.1 -0.02
C -4.487 -1.887 -1.197 -0.1 -0.1 -0.1 -0.21
C -4.214 -1.716 0.167 0.0 -0.1 0.1 -0.02
C -3.646 -0.552 0.611 0.0 0.0 0.1 -0.03
C -5.137 -3.087 -1.657 0.3 0.3 0.1 -0.18
N -5.670 -4.036 -2.023 -0.1 -0.1 0.0 0.16
H -2.968 1.977 1.194 0.3 0.0 0.1 0.07
H -2.837 2.542 -0.549 0.3 0.0 0.0 0.06
H -3.228 1.029 -2.386 -0.1 -0.1 0.0 0.12
H -4.318 -1.054 -3.167 0.0 0.0 0.0 0.13
H -4.457 -2.513 0.858 0.0 0.0 0.0 0.12
H -3.439 -0.416 1.667 0.0 0.0 0.0 0.11
C -1.591 -3.843 -2.851 0.0 0.0 0.0 -0.11
C -1.189 -4.274 -1.592 0.1 0.1 0.0 -0.09
C -0.526 -3.400 -0.734 -0.1 0.1 -0.1 -0.13
C -0.261 -2.073 -1.104 -0.1 -0.1 0.0 -0.31
C -0.685 -1.661 -2.372 0.1 -0.1 0.0 -0.12
C -1.330 -2.537 -3.240 0.0 0.1 0.0 -0.10
Ge 0.699 -0.778 0.071 0.0 -0.6 0.0 0.96
C 2.604 -1.202 -0.354 0.0 0.0 0.0 -0.32
C 3.635 -0.270 -0.229 0.0 -0.1 -0.1 -0.14
C 4.969 -0.624 -0.412 0.0 -0.1 0.0 -0.10
C 5.297 -1.934 -0.733 0.0 0.1 0.0 -0.10
C 4.286 -2.879 -0.875 0.0 0.1 0.0 -0.09
C 2.959 -2.513 -0.689 0.1 0.1 0.0 -0.10
C 0.607 -1.733 1.846 -0.1 -0.1 0.1 -0.33
C -0.635 -2.140 2.358 0.1 0.0 0.1 -0.16
C -0.761 -2.713 3.622 0.0 0.0 -0.1 -0.09
C 0.364 -2.887 4.417 0.0 0.0 0.0 -0.10
C 1.607 -2.497 3.934 0.0 0.0 -0.1 -0.09
C 1.724 -1.933 2.665 -0.1 0.0 0.0 -0.11
H -2.105 -4.524 -3.521 0.0 0.0 0.0 0.10
H -1.379 -5.296 -1.282 0.0 0.0 0.0 0.10
H -0.211 -3.758 0.241 0.0 0.0 0.0 0.09
H -0.493 -0.640 -2.689 0.0 0.0 0.0 0.08
H -1.638 -2.197 -4.224 0.0 0.0 0.1 0.10
H 3.398 0.766 -0.009 0.0 0.0 0.0 0.07
H 5.750 0.121 -0.309 0.0 0.0 0.0 0.10
H 6.333 -2.214 -0.884 0.0 0.0 0.0 0.10
H 4.537 -3.903 -1.128 0.0 0.0 0.0 0.10
H 2.179 -3.259 -0.811 0.1 0.0 0.0 0.09
H -1.522 -2.026 1.739 0.0 0.0 0.0 0.08
H -1.733 -3.035 3.980 0.0 0.0 0.0 0.10
H 0.274 -3.333 5.401 0.0 0.0 0.0 0.10
H 2.493 -2.643 4.543 0.0 0.0 0.0 0.10
H 2.709 -1.658 2.298 0.0 0.0 0.0 0.09
F 1.022 3.354 -5.682 0.0 0.0 -0.1 0.04
C 0.710 2.912 -4.442 0.0 0.0 0.1 -0.30
C 1.530 1.994 -3.821 0.0 -0.1 0.2 -0.02
C 1.198 1.561 -2.537 0.0 0.1 -0.1 -0.14
C 0.069 2.014 -1.824 0.0 0.1 -0.5 -0.27
C -0.718 2.939 -2.540 0.0 -0.1 0.0 -0.17
C -0.424 3.391 -3.827 -0.1 0.0 0.1 -0.03
H 2.410 1.618 -4.332 -0.1 0.0 0.0 0.12
H 1.859 0.824 -2.091 0.0 0.0 0.0 0.06
H -1.630 3.338 -2.094 0.1 0.0 0.0 0.07
H -1.056 4.103 -4.346 0.0 0.0 0.0 0.11
```
Forces are in eV/Å.

Results
E_HOMO (alpha / beta)   -6.7235 / -7.3062 eV
LUMO (alpha / beta)   -0.17 / -2.06 eV
Net charge   0
Expectation value of S²   8.84
E   -4834.8133 hartree
HOMO-LUMO gap (alpha / beta)   6.6 / 5.2 eV
Energy above the lowest of the compared OMol25 structures with the same formula, charge and spin   6.2 kcal per mole
Spin multiplicity   6
F_max   1.53 eV/Å